Entry 1:
{
  "formula": "C5H3N2O3",
  "method": "ωB97M-V/def2-TZVPD",
  "symbols": ["C", "C", "C", "O", "O", "C", "O", "H", "H", "N", "C", "N", "H"],
  "coordinates": [[0.6888, -1.1334, 1.3611], [-0.7580, -1.1654, 1.5153], [-1.4176, 0.0888, 1.8998], [-2.5612, 0.4942, 2.0281], [-0.3226, 0.9613, 2.1237], [0.9070, 0.3342, 1.8755], [1.9281, 0.8379, 2.2703], [1.4753, -1.8993, 1.6705], [-1.3378, -1.8275, 0.8811], [0.9469, -1.7816, 0.0356], [0.5071, -3.0546, -0.2661], [0.0495, -4.0625, -0.5887], [1.8345, -1.3604, -0.3124]],
  "e_above_lowest_kcal_mol": 51.6,
  "total_charge": -1,
  "smiles": "N#CN[C@@H]1C=C([O-])OC1=O",
  "homo_ev": -3.32,
  "gap_ev": 6.78
}


Entry 2:
{
  "formula": "C3H13NO3",
  "method": "ωB97M-V/def2-TZVPD",
  "symbols": ["C", "C", "C", "O", "N", "H", "H", "H", "H", "H", "H", "H", "H", "H", "H", "H", "O", "H", "H", "O"],
  "coordinates": [[0.9458, -0.6481, 0.7719], [0.5787, -2.0998, 0.1994], [-0.5858, -2.0330, -0.8125], [-0.6693, -3.1268, -1.7243], [2.0690, -0.7236, 1.6992], [0.0378, -0.2695, 1.2532], [1.3159, -0.0104, -0.0859], [0.1920, -2.5391, 1.1099], [1.4613, -2.4423, -0.3617], [-0.6754, -0.9856, -1.1733], [-1.5429, -2.1546, -0.2780], [-0.0319, -3.7389, -1.3367], [1.9732, -0.6718, 2.6918], [2.9389, -0.8425, 1.2198], [-0.7281, 3.8096, 3.8851], [0.2372, 4.1750, 2.6802], [-0.6645, 4.0147, 2.9480], [-1.6060, 3.8168, -4.3790], [-2.7466, 2.9776, -3.7691], [-2.4992, 3.4921, -4.5378]],
  "e_above_lowest_kcal_mol": 43.8,
  "smiles": "NCCCO.O.O",
  "homo_ev": -8.82,
  "gap_ev": 9.47
}


Entry 3:
{
  "formula": "C30H38BiBr2F3N3O7PSSi",
  "method": "ωB97M-V/def2-TZVPD",
  "symbols": ["Bi", "C", "C", "C", "C", "C", "C", "Br", "C", "C", "Br", "C", "O", "C", "N", "H", "H", "H", "H", "H", "H", "C", "Si", "C", "C", "N", "C", "C", "C", "C", "C", "C", "H", "H", "H", "H", "H", "H", "H", "H", "H", "H", "H", "H", "H", "H", "S", "C", "N", "C", "C", "C", "C", "O", "P", "O", "O", "O", "C", "C", "C", "C", "H", "H", "H", "H", "H", "H", "H", "H", "H", "H", "H", "H", "H", "H", "H", "H", "H", "H", "F", "C", "F", "F", "C", "O", "O"],
  "coordinates": [[0.4875, -1.1005, -0.0841], [3.6350, -2.2996, -2.2353], [4.0288, -1.7291, -0.9115], [5.3831, -1.4297, -0.6186], [5.7709, -1.1319, 0.6842], [4.7988, -1.1993, 1.7122], [5.0946, -1.1133, 3.1039], [6.9070, -0.8944, 3.7000], [4.0951, -1.1889, 4.0681], [2.7765, -1.3372, 3.7129], [1.6127, -1.3698, 5.1817], [2.3778, -1.4855, 2.3044], [1.1080, -1.6722, 2.0277], [3.4201, -1.4297, 1.3059], [3.0844, -1.5485, 0.0257], [4.4642, -2.9287, -2.6537], [3.2879, -1.5547, -3.0086], [2.7910, -2.9912, -2.0836], [6.1063, -1.5168, -1.4325], [6.7997, -0.9167, 0.9669], [4.3799, -1.0797, 5.1126], [-0.4958, 1.0156, 2.7108], [0.6837, 2.1708, 1.7853], [1.9878, 2.6989, 3.0432], [-0.3371, 3.7202, 1.3074], [1.3925, 1.2486, 0.4760], [2.0215, 1.8868, -0.5435], [2.5719, 3.2263, -0.3819], [3.1246, 3.9055, -1.4344], [3.0718, 3.3744, -2.7340], [2.6271, 2.0441, -2.9077], [2.1446, 1.3112, -1.8444], [-0.9046, 1.5951, 3.5737], [0.0185, 0.1487, 3.1591], [-1.3145, 0.7006, 2.0190], [2.0202, 1.9509, 3.8602], [1.7189, 3.6896, 3.5011], [3.0105, 2.7665, 2.6388], [0.0886, 4.6339, 1.7763], [-1.3260, 3.5887, 1.7852], [-0.4772, 3.9345, 0.2246], [2.5354, 3.6959, 0.5852], [3.5874, 4.8642, -1.2477], [3.4442, 3.9369, -3.5776], [2.6407, 1.6006, -3.8895], [1.7970, 0.3028, -2.0337], [-0.2771, -1.8843, -3.5306], [0.8167, -1.0603, -4.4172], [1.6629, -0.4783, -5.0361], [-3.7023, -0.1806, -3.5793], [-3.3951, 1.1295, -2.8476], [-1.9893, 1.6487, -3.0369], [-4.5282, 2.1357, -3.0752], [-3.5715, 0.8683, -1.4111], [-2.6613, 0.0074, -0.3873], [-1.2919, 0.6163, -0.2445], [-2.5312, -1.4898, -0.6987], [-3.4341, 0.2485, 1.0004], [-4.5316, -0.5203, 1.6363], [-3.8841, -1.7547, 2.2019], [-5.5629, -0.8194, 0.5367], [-4.9882, 0.4315, 2.7219], [-3.8232, 0.1257, -4.6460], [-4.6526, -0.6187, -3.2199], [-2.8482, -0.8990, -3.5473], [-1.9549, 2.2835, -3.9397], [-1.2919, 0.7954, -3.1815], [-1.7040, 2.2459, -2.1556], [-4.4143, 2.5235, -4.1210], [-4.4743, 2.9404, -2.3316], [-5.4945, 1.6177, -2.9331], [-3.3771, -2.3034, 1.3752], [-4.6123, -2.4317, 2.6806], [-3.1216, -1.4756, 2.9599], [-5.1167, -1.4694, -0.2460], [-5.9503, 0.1269, 0.1350], [-6.3929, -1.3479, 1.0392], [-4.1646, 0.6696, 3.4392], [-5.7975, -0.0551, 3.3106], [-5.3978, 1.3700, 2.2692], [-0.6944, -6.1424, -0.8423], [-0.5175, -5.2627, 0.1840], [-0.6279, -5.9596, 1.3379], [-1.5085, -4.3670, 0.1268], [0.9584, -4.5982, -0.0183], [1.8804, -5.3950, 0.1097], [0.9261, -3.3648, -0.3475]],
  "e_above_lowest_kcal_mol": 0.0,
  "total_charge": -2,
  "homo_ev": -2.23,
  "gap_ev": 5.85
}


Entry 4:
{
  "formula": "C18H26O6",
  "method": "ωB97M-V/def2-TZVPD",
  "symbols": ["C", "C", "C", "C", "C", "C", "C", "C", "H", "H", "O", "C", "C", "H", "O", "C", "H", "C", "O", "C", "C", "O", "C", "C", "O", "C", "C", "H", "H", "O", "H", "H", "H", "H", "H", "H", "H", "H", "H", "H", "H", "H", "H", "H", "H", "H", "H", "H", "H", "H"],
  "coordinates": [[0.2532, -3.6599, -4.0114], [0.7442, -3.8899, -2.7987], [1.1870, -2.9011, -1.8257], [1.0518, -1.5250, -2.0357], [1.4817, -0.6147, -1.0896], [2.0685, -1.0686, 0.1114], [2.2039, -2.4307, 0.3166], [1.7658, -3.3320, -0.6363], [1.8796, -4.3901, -0.4519], [2.6406, -2.7991, 1.2303], [2.5048, -0.0924, 0.9678], [2.3647, -0.3021, 2.3536], [0.8949, -0.3217, 2.7784], [0.8170, -0.1503, 3.8633], [0.3517, -1.5873, 2.4538], [-1.0491, -1.6361, 2.4269], [-1.4724, -1.2151, 3.3499], [-1.6820, -0.9163, 1.2272], [-1.8684, 0.4497, 1.5311], [-2.8386, 1.0944, 0.7317], [-3.1053, 2.4960, 1.3055], [-2.5099, 3.5588, 0.6114], [-1.1491, 3.8119, 0.8663], [-0.1621, 2.9638, 0.0582], [-0.3304, 3.2680, -1.3128], [0.6966, 2.8125, -2.1487], [0.7300, 1.2891, -2.3255], [-0.2983, 0.9116, -2.4145], [1.2824, 1.0426, -3.2430], [1.3741, 0.7404, -1.2003], [1.6781, 3.1330, -1.7692], [0.5074, 3.2815, -3.1172], [0.8603, 3.2170, 0.3763], [-0.3182, 1.8980, 0.2513], [-1.0059, 4.8600, 0.5890], [-0.9292, 3.6808, 1.9357], [-4.1773, 2.7037, 1.2555], [-2.7892, 2.4906, 2.3588], [-3.7668, 0.5034, 0.7478], [-2.5064, 1.1803, -0.3115], [-2.6558, -1.3801, 1.0133], [-1.0370, -1.0403, 0.3446], [-1.2897, -2.7000, 2.3684], [0.3571, 0.4774, 2.2570], [2.8697, 0.5486, 2.8168], [2.8472, -1.2296, 2.6800], [0.5933, -1.1761, -2.9462], [0.8495, -4.9159, -2.4674], [0.1282, -2.6700, -4.4154], [-0.0424, -4.4689, -4.6570]],
  "e_above_lowest_kcal_mol": 103.5,
  "smiles": "C=Cc1ccc2c(c1)OCCOCCOCCOCCOCCO2",
  "homo_ev": -7.80,
  "gap_ev": 8.67
}


Entry 5:
{
  "formula": "C31H49ClO2P2Pb",
  "method": "ωB97M-V/def2-TZVPD",
  "symbols": ["Pb", "C", "C", "C", "C", "C", "C", "H", "H", "H", "C", "H", "H", "H", "C", "H", "H", "H", "C", "H", "H", "H", "C", "H", "H", "H", "C", "C", "C", "C", "C", "C", "C", "C", "H", "H", "H", "H", "H", "H", "H", "H", "H", "H", "H", "H", "P", "C", "H", "H", "H", "C", "H", "H", "H", "C", "H", "H", "H", "P", "C", "H", "H", "H", "C", "H", "H", "H", "C", "H", "H", "H", "Cl", "C", "C", "C", "C", "C", "C", "C", "O", "O", "H", "H", "H", "H"],
  "coordinates": [[0.5000, -0.0305, -0.0833], [-2.6162, 1.8173, 0.1539], [-2.9481, 0.8975, -0.8758], [-2.7922, -0.2781, 1.0984], [-2.5340, 1.0934, 1.3770], [-3.0660, -0.3993, -0.2934], [-2.3782, 3.2672, -0.0308], [-2.0245, 3.4895, -1.0473], [-1.6293, 3.6529, 0.6739], [-3.3078, 3.8398, 0.1193], [-2.1817, 1.6415, 2.7005], [-2.1002, 2.7386, 2.6726], [-1.2035, 1.2398, 3.0209], [-2.9227, 1.3419, 3.4613], [-2.7396, -1.3845, 2.0795], [-3.7380, -1.5922, 2.4942], [-2.0660, -1.1398, 2.9112], [-2.3734, -2.3142, 1.6218], [-3.3954, -1.6657, -0.9899], [-4.4871, -1.8002, -1.0869], [-3.0076, -2.5391, -0.4446], [-2.9714, -1.6899, -2.0047], [-3.1128, 1.2707, -2.2961], [-4.0455, 1.8317, -2.4662], [-3.1193, 0.3903, -2.9422], [-2.2846, 1.9183, -2.6247], [1.5754, 0.7163, -3.2655], [0.5232, 1.5335, -3.4036], [-0.2528, 1.6994, -4.6749], [-1.1873, 0.5295, -5.1191], [-1.1748, -0.6995, -4.2598], [-0.0980, -1.4768, -4.1104], [1.1743, -1.2853, -4.8808], [2.1104, -0.1568, -4.3646], [0.4153, 1.9187, -5.5245], [-0.9254, 0.2863, -6.1625], [-0.8995, 2.5821, -4.5449], [2.3998, 0.4417, -5.2446], [2.1523, 0.7002, -2.3288], [0.2049, 2.1687, -2.5673], [3.0248, -0.6486, -3.9944], [1.7349, -2.2340, -4.8388], [-0.1137, -2.3518, -3.4547], [0.9598, -1.0961, -5.9446], [-2.2192, 0.9187, -5.1395], [-2.1453, -0.9941, -3.8505], [1.9249, 2.4125, 0.5242], [1.5432, 3.2293, 2.1099], [2.3648, 3.8991, 2.4042], [1.3966, 2.4814, 2.9038], [0.6114, 3.8068, 2.0093], [3.5788, 1.6949, 0.8029], [4.2389, 2.4622, 1.2299], [3.9876, 1.3497, -0.1569], [3.5071, 0.8348, 1.4874], [2.2152, 3.7638, -0.6557], [2.5515, 3.3518, -1.6167], [2.9702, 4.4671, -0.2788], [1.2763, 4.3046, -0.8354], [1.0074, -2.8158, -0.2323], [-0.1446, -3.9485, -1.1017], [0.4141, -4.8254, -1.4665], [-0.5891, -3.4226, -1.9592], [-0.9503, -4.2608, -0.4237], [2.5208, -3.0687, -1.2417], [2.2712, -2.9330, -2.3069], [2.8958, -4.0936, -1.0718], [3.2914, -2.3362, -0.9540], [1.4014, -3.6758, 1.3395], [1.6752, -4.7270, 1.1533], [0.5202, -3.6352, 1.9994], [2.2217, -3.1422, 1.8447], [0.1863, -1.0845, 8.8468], [0.5529, -0.8585, 7.1942], [1.1889, -1.8851, 6.4787], [1.4888, -1.6997, 5.1298], [1.0790, -0.5383, 4.4721], [0.4629, 0.4991, 5.1914], [0.2244, 0.3440, 6.5572], [1.3021, -0.4821, 2.9778], [2.3998, -0.8310, 2.4866], [0.2782, -0.0794, 2.2765], [1.4326, -2.8176, 6.9684], [2.0372, -2.4547, 4.5638], [0.1919, 1.4290, 4.6874], [-0.2409, 1.1365, 7.1371]],
  "e_above_lowest_kcal_mol": 0.0,
  "total_charge": 2,
  "homo_ev": [-13.11, -13.11],
  "gap_ev": [4.67, 4.57]
}


Entry 6:
{
  "formula": "C23H59BIN6NbO7P",
  "method": "ωB97M-V/def2-TZVPD",
  "symbols": ["C", "C", "B", "O", "Nb", "I", "P", "C", "C", "C", "H", "H", "H", "H", "H", "H", "H", "H", "H", "H", "H", "H", "H", "H", "H", "H", "H", "C", "C", "O", "N", "C", "H", "H", "H", "H", "H", "H", "H", "C", "C", "O", "N", "C", "H", "H", "H", "H", "H", "H", "H", "C", "C", "O", "N", "C", "H", "H", "H", "H", "H", "H", "H", "C", "C", "O", "N", "C", "H", "H", "H", "H", "H", "H", "H", "C", "C", "O", "N", "C", "H", "H", "H", "H", "H", "H", "H", "C", "C", "O", "N", "C", "H", "H", "H", "H", "H", "H", "H"],
  "coordinates": [[1.4045, 4.1997, -5.7179], [-0.2494, 4.0180, -5.8753], [-0.5224, 4.0569, -7.5182], [0.0497, 2.9117, -8.3050], [-1.7076, 5.6373, -8.6455], [-2.5367, 3.6630, -10.5610], [-3.8395, 5.3066, -7.3189], [-3.8743, 6.8011, -6.0675], [-3.8553, 3.7677, -6.2056], [-5.3532, 3.0534, -6.4233], [1.7924, 3.9513, -4.6418], [1.7413, 5.2729, -6.0858], [1.8648, 3.4068, -6.4782], [-0.5174, 2.9317, -5.4583], [-0.8440, 4.8618, -5.2976], [0.9373, 3.1599, -8.6976], [-2.5188, 6.9755, -9.6124], [-0.2378, 5.9126, -9.6847], [-1.1431, 6.9279, -7.4536], [-4.8476, 6.6187, -5.4074], [-2.9194, 6.7866, -5.3794], [-4.0150, 7.8354, -6.6193], [-3.7449, 4.1216, -5.0712], [-3.0821, 2.9304, -6.4591], [-5.3369, 2.3146, -7.3567], [-6.1172, 3.9009, -6.6966], [-5.7189, 2.5240, -5.4344], [1.8700, 3.2115, -0.6904], [1.0974, 2.6195, -1.8357], [0.5598, 3.3190, -2.6920], [1.0014, 1.2612, -1.9090], [1.5566, 0.2772, -1.0107], [1.8584, 4.3022, -0.7665], [1.4083, 2.9256, 0.2586], [2.9090, 2.8728, -0.7264], [0.4662, 0.9387, -2.7072], [2.2211, -0.3708, -1.5871], [0.7329, -0.3184, -0.6102], [2.1126, 0.7284, -0.1877], [2.3662, -3.4759, 0.6763], [2.2059, -2.3021, 1.6014], [1.6938, -1.2463, 1.2345], [2.6493, -2.4329, 2.8843], [3.2725, -3.5795, 3.5009], [1.9673, -3.2216, -0.3095], [3.4255, -3.7237, 0.5679], [1.8112, -4.3347, 1.0635], [2.5067, -1.6008, 3.4455], [2.6577, -3.8822, 4.3519], [4.2587, -3.2763, 3.8604], [3.3788, -4.4188, 2.8123], [-0.7154, -4.3737, 4.5781], [0.2851, -5.3649, 5.1034], [1.3881, -5.0199, 5.5227], [-0.0613, -6.6838, 5.1061], [-1.2962, -7.2835, 4.6603], [-0.2976, -3.3651, 4.6395], [-0.9421, -4.5916, 3.5310], [-1.6269, -4.4083, 5.1810], [0.6640, -7.2889, 5.4742], [-1.7380, -7.8168, 5.5053], [-1.0590, -7.9984, 3.8690], [-2.0070, -6.5467, 4.2835], [-3.0051, -5.4766, 0.6986], [-3.6561, -6.4074, 1.6829], [-3.2146, -6.5698, 2.8189], [-4.7707, -7.0839, 1.2835], [-5.4370, -7.0304, 0.0043], [-2.1301, -5.0105, 1.1597], [-2.6763, -6.0351, -0.1820], [-3.7060, -4.6884, 0.4105], [-5.1512, -7.6905, 2.0011], [-6.4660, -6.7035, 0.1719], [-5.4448, -8.0390, -0.4157], [-4.9483, -6.3496, -0.6939], [5.5868, 1.2610, 6.2094], [4.6193, 0.5849, 5.2788], [3.4091, 0.7956, 5.3288], [5.1202, -0.2864, 4.3571], [6.4964, -0.6642, 4.1413], [5.0408, 1.9246, 6.8854], [6.1130, 0.5130, 6.8086], [6.2992, 1.8604, 5.6361], [4.4075, -0.7011, 3.7674], [6.7601, -0.4095, 3.1121], [6.5755, -1.7457, 4.2749], [7.1806, -0.1623, 4.8269], [-1.7991, 3.0977, 4.4118], [-0.7864, 4.0700, 3.8748], [-1.0165, 5.2751, 3.7944], [0.4196, 3.5795, 3.4691], [0.8769, 2.2106, 3.4831], [-2.7084, 3.6354, 4.6939], [-2.0553, 2.3633, 3.6435], [-1.4025, 2.5983, 5.2999], [1.0474, 4.2948, 3.1202], [1.7766, 2.1606, 4.1011], [1.1292, 1.9275, 2.4585], [0.1270, 1.5228, 3.8762]],
  "e_above_lowest_kcal_mol": 95.6,
  "total_charge": -1,
  "homo_ev": -3.78,
  "gap_ev": 5.03
}